Density functional theory data (the ωB97M-V functional and the def2-TZVPD basis) for a molecular structure, C20H31N6O2OsS.

```
61
Properties=species:S:1:pos:R:3
C -2.90 2.59 -1.72
O 0.69 -1.82 1.92
C -0.61 3.11 -0.81
H -2.83 2.28 -2.77
H -3.06 -2.57 2.42
C 1.46 0.21 -3.25
C 0.52 2.39 -2.90
H -3.02 -2.07 -3.34
H 5.58 -2.05 1.89
H -2.93 0.60 2.15
Os -0.18 -0.10 0.62
C 0.08 2.03 -1.63
H -1.41 -0.60 -2.22
H 1.52 1.79 -4.70
N 3.27 1.00 3.50
H 6.59 -0.91 2.79
H 1.01 -3.88 1.99
C -2.85 -2.16 -2.27
C -3.28 -3.16 -0.16
H 3.68 0.01 -0.27
C 1.19 1.49 -3.72
C 5.82 -0.99 2.02
C -1.10 -3.47 2.25
S 1.05 1.33 1.97
N 4.51 0.44 3.57
H 6.23 -0.61 1.08
C 2.62 0.72 2.38
H -2.73 5.39 -1.12
H 1.99 -0.50 -3.87
N 3.22 -0.58 0.43
H -3.87 3.07 -1.58
H -1.76 -1.42 2.28
H 1.27 -1.16 -1.63
H 0.03 3.98 -0.70
N -1.85 3.55 -1.46
H 0.71 -1.71 2.88
C -2.12 -2.38 1.90
H -1.01 -3.55 3.33
C 0.25 -3.19 1.63
O -2.11 1.01 1.84
H -3.81 -3.87 0.48
C -2.05 4.93 -1.84
H -1.11 5.47 -1.85
H 3.62 -1.51 0.38
H 2.95 1.58 4.26
N 3.49 -0.05 1.69
H 0.34 3.40 -3.26
H -1.44 -4.44 1.89
C 4.64 -0.21 2.45
N -1.69 -1.39 -0.32
C 0.35 0.73 -1.15
H -0.87 2.73 0.18
C -1.95 -1.33 -1.65
C 1.05 -0.16 -1.98
H 0.22 -3.24 0.54
C -2.37 -2.29 0.42
H -2.54 4.96 -2.82
H -4.24 -3.79 -1.97
C -3.53 -3.11 -1.51
H -1.93 1.72 2.46
H -2.79 1.73 -1.08
```

* HOMO-LUMO gap (alpha / beta): 9.1 / 6.5 eV
* spin multiplicity: 5
* charge: +3
* highest occupied orbital energy (alpha / beta): -17.199 / -17.431 eV
* energy relative to the best compared isomer or geometry (same formula, charge and spin): 1.4 kcal per mole
* ⟨S²⟩: 6.0288
* calculated total energy: -47553.229 eV
* strongest force on any atom: 0.44 eV Å⁻¹
* lowest unoccupied orbital energy (alpha / beta): -0.2980 / -0.4001 Eh